Entry 1:
Below is a single C4H9ClO molecule, with properties calculated with ωB97M-V/def2-TZVPD.

Computed properties:
HOMO   -9.97 eV
Net charge   0
Frontier orbital gap   10.8 eV
Energy above the lowest of the compared OMol25 structures with the same formula, charge and spin   281.4 kJ/mol
Electronic energy   -693.131479 Ha

Element x y z (Å)
C (1.87, -0.77, 0.00)
C (0.62, -0.14, -0.81)
C (-0.19, 0.69, 0.18)
O (-0.87, 1.80, -0.46)
C (-1.51, -0.10, 0.84)
Cl (-2.06, -0.90, -0.48)
H (2.08, -0.15, 0.89)
H (1.58, -1.83, 0.36)
H (2.67, -1.08, -0.57)
H (0.95, 0.75, -1.62)
H (-0.11, -0.67, -1.39)
H (0.30, 1.11, 1.09)
H (-1.76, 1.35, -0.82)
H (-1.19, -0.79, 1.80)
H (-2.37, 0.74, 1.00)


Entry 2:
Below is a single C4H9ClO2 molecule, with properties calculated with ωB97M-V/def2-TZVPD.

Computed properties:
HOMO   -9.75 eV
Net charge   0
Frontier orbital gap   10.4 eV
Energy above the lowest of the compared OMol25 structures with the same formula, charge and spin   404.1 kJ/mol
Electronic energy   -768.317913 Ha

Element x y z (Å)
C (0.29, -0.08, 1.63)
C (0.13, -0.68, 0.32)
O (1.62, -0.70, -0.27)
C (-0.73, -0.18, -0.76)
O (-0.18, -0.75, -1.82)
C (-0.95, 1.38, -0.77)
Cl (0.74, 2.24, -0.51)
H (0.78, 0.90, 1.47)
H (-0.82, -0.03, 2.06)
H (1.00, -0.72, 2.34)
H (-0.03, -1.77, 0.11)
H (2.10, -0.98, 0.67)
H (-1.57, -0.65, -0.49)
H (0.85, -1.09, -1.78)
H (-2.03, 1.65, -0.16)
H (-1.20, 1.44, -2.04)


Entry 3:
Below is 2 unconnected molecules or ions with the total composition C4H9ClO2, with properties calculated with ωB97M-V/def2-TZVPD.

Computed properties:
HOMO   -9.19 eV
Net charge   0
Frontier orbital gap   9.2 eV
Energy above the lowest of the compared OMol25 structures with the same formula, charge and spin   260.4 kJ/mol
Electronic energy   -768.372648 Ha

Element x y z (Å)
C (-0.19, 1.31, -1.15)
C (-1.15, -0.02, 1.90)
C (-0.27, -0.14, -0.90)
C (0.94, -0.87, -0.39)
O (1.69, -1.23, -1.49)
O (-1.68, -0.25, 0.68)
Cl (1.94, 0.18, 0.71)
H (0.67, 1.51, -1.79)
H (-0.03, 1.86, -0.21)
H (-1.10, 1.68, -1.62)
H (-0.42, -0.78, 2.22)
H (-1.99, -0.06, 2.60)
H (-0.69, 0.98, 2.00)
H (-0.87, -0.75, -1.56)
H (0.66, -1.73, 0.23)
H (2.50, -1.69, -1.23)


Entry 4:
Below is a single C4H9ClS molecule, with properties calculated with ωB97M-V/def2-TZVPD.

Computed properties:
HOMO   -9.42 eV
Net charge   0
Frontier orbital gap   10.1 eV
Energy above the lowest of the compared OMol25 structures with the same formula, charge and spin   131.6 kJ/mol
Electronic energy   -1016.138222 Ha

Element x y z (Å)
C (-0.31, 1.33, 0.66)
C (0.44, 0.13, 0.13)
C (0.48, -1.04, 1.18)
Cl (2.26, 0.55, 0.10)
C (-0.06, -0.06, -1.39)
S (-1.78, -0.27, -1.48)
H (-0.18, 1.57, 1.62)
H (0.05, 2.17, 0.03)
H (-1.41, 1.12, 0.52)
H (0.67, -0.70, 2.19)
H (1.25, -1.78, 0.97)
H (-0.47, -1.68, 0.95)
H (0.20, 0.91, -1.92)
H (0.60, -0.81, -1.91)
H (-1.74, -1.43, -1.66)


Entry 5:
Below is a single C4H9ClS molecule, with properties calculated with ωB97M-V/def2-TZVPD.

Computed properties:
HOMO   -8.88 eV
Net charge   0
Frontier orbital gap   9.8 eV
Energy above the lowest of the compared OMol25 structures with the same formula, charge and spin   71.2 kJ/mol
Electronic energy   -1016.161226 Ha

Element x y z (Å)
C (-1.67, 1.36, -0.08)
C (-0.28, 0.90, -0.09)
Cl (0.57, 1.84, 1.18)
C (-0.05, -0.60, 0.16)
C (1.10, -1.35, -0.51)
S (2.67, -1.12, 0.18)
H (-1.71, 2.48, -0.08)
H (-2.13, 1.06, 0.87)
H (-2.13, 0.90, -1.04)
H (0.30, 1.08, -1.08)
H (0.04, -0.82, 1.20)
H (-0.96, -1.01, -0.19)
H (1.11, -1.10, -1.54)
H (0.96, -2.41, -0.42)
H (2.17, -1.20, 1.43)


Entry 6:
Below is a molecular structure, C4H9CrMgO4, with properties calculated with ωB97M-V/def2-TZVPD.

Computed properties:
HOMO (alpha / beta)   -4.38 / -8.16 eV
Net charge   0
Multiplicity   6
Frontier orbital gap (alpha / beta)   4.3 / 7.8 eV
Electronic energy   -1703.254439 Ha
⟨S²⟩   8.7746

Element x y z (Å)
O (2.11, 1.82, 1.21)
Cr (3.49, 0.57, 1.47)
O (2.49, -0.57, 0.25)
C (1.85, -1.67, -0.22)
O (0.43, -1.41, -0.13)
C (-0.20, -0.75, -1.24)
C (-1.41, -0.07, -0.67)
O (-0.98, 0.86, 0.33)
C (-2.02, 1.60, 0.95)
Mg (0.86, 0.41, 1.08)
H (2.11, -2.56, 0.38)
H (2.06, -1.83, -1.30)
H (-0.50, -1.49, -2.00)
H (0.55, 0.02, -1.79)
H (-2.08, -0.80, -0.19)
H (-1.95, 0.49, -1.46)
H (-1.55, 2.37, 1.57)
H (-2.65, 2.07, 0.18)
H (-2.62, 0.94, 1.59)


Entry 7:
Below is a single C4H9F2NO molecule, with properties calculated with ωB97M-V/def2-TZVPD.

Computed properties:
HOMO   -9.46 eV
Net charge   0
Frontier orbital gap   10.5 eV
Energy above the lowest of the compared OMol25 structures with the same formula, charge and spin   617.3 kJ/mol
Electronic energy   -487.336078 Ha

Element x y z (Å)
C (1.64, -0.56, -1.29)
C (1.23, -0.56, 0.20)
O (0.38, 0.57, 0.47)
C (-0.96, 0.31, 0.21)
C (-1.97, 1.27, 1.00)
N (-1.18, 0.36, -1.57)
F (-2.54, 0.36, -1.75)
F (-0.91, 1.67, -1.81)
H (0.78, -0.58, -1.92)
H (2.34, 0.19, -1.60)
H (2.17, -1.48, -1.30)
H (2.17, -0.51, 0.76)
H (0.67, -1.44, 0.43)
H (-1.23, -0.68, 0.14)
H (-1.56, 2.32, 1.34)
H (-2.18, 0.73, 1.90)
H (-3.01, 1.35, 0.42)


Entry 8:
Below is a molecular structure, C4H9FIN, with properties calculated with ωB97M-V/def2-TZVPD.

Computed properties:
HOMO   -9.23 eV
Net charge   0
Frontier orbital gap   9.7 eV
Energy above the lowest of the compared OMol25 structures with the same formula, charge and spin   0.0 kJ/mol
Electronic energy   -610.035796 Ha

Element x y z (Å)
C (2.22, 2.01, 0.56)
C (-1.96, -1.85, 0.87)
C (1.52, 1.32, -0.51)
C (-2.04, -0.36, -0.95)
N (-1.77, -1.59, -0.54)
F (-1.70, -0.34, -2.28)
I (2.03, -0.74, -0.31)
H (1.94, 1.79, 1.59)
H (3.33, 2.05, 0.61)
H (1.81, 3.09, 0.41)
H (-1.27, -2.59, 1.31)
H (-2.07, -0.90, 1.47)
H (-2.92, -2.33, 0.99)
H (0.42, 1.22, -0.51)
H (1.94, 1.60, -1.51)
H (-1.46, -2.37, -1.18)


Entry 9:
Below is a single C4H9FN2O molecule, with properties calculated with ωB97M-V/def2-TZVPD.

Computed properties:
HOMO   -9.59 eV
Net charge   0
Frontier orbital gap   10.3 eV
Energy above the lowest of the compared OMol25 structures with the same formula, charge and spin   122.3 kJ/mol
Electronic energy   -442.355757 Ha

Element x y z (Å)
C (-1.00, 1.29, 1.01)
C (-0.10, 0.39, 0.21)
F (1.25, 0.75, 0.37)
C (-0.51, 0.30, -1.22)
N (0.15, 0.26, -2.31)
O (1.49, 0.47, -2.32)
C (-0.14, -1.05, 0.83)
N (0.90, -1.89, 0.26)
H (-0.55, 1.38, 1.99)
H (-1.10, 2.32, 0.66)
H (-1.99, 0.84, 1.12)
H (-1.53, 0.19, -1.38)
H (1.80, 0.65, -1.44)
H (-1.17, -1.43, 0.65)
H (0.06, -0.94, 1.90)
H (1.78, -1.43, 0.35)
H (0.65, -2.08, -0.69)


Entry 10:
Below is a molecular structure, C4H9FNO5S2, with properties calculated with ωB97M-V/def2-TZVPD.

Computed properties:
HOMO   -5.10 eV
Net charge   -1
Frontier orbital gap   8.5 eV
Energy above the lowest of the compared OMol25 structures with the same formula, charge and spin   103.5 kJ/mol
Electronic energy   -1484.962128 Ha

Element x y z (Å)
C (-3.03, 1.09, -1.02)
C (2.15, 0.23, 1.51)
C (1.89, -1.43, -0.28)
C (-2.66, 0.33, -0.03)
N (1.88, -0.03, 0.10)
O (-2.43, -2.27, 0.44)
O (0.26, 1.83, 0.60)
O (1.18, 1.42, -1.76)
O (-0.53, -0.85, 0.96)
O (-1.11, -1.35, -1.35)
F (-2.99, 0.64, 1.19)
S (0.40, 0.73, -0.31)
S (-1.55, -1.24, 0.00)
H (0.76, 2.25, -2.06)
H (-3.58, 2.08, -0.83)
H (-2.83, 0.93, -2.01)
H (1.51, -0.34, 2.23)
H (3.22, 0.10, 1.92)
H (1.79, 1.31, 1.81)
H (2.84, -1.72, -0.84)
H (1.91, -2.18, 0.64)
H (0.92, -1.53, -0.89)


Entry 11:
Below is a single C4H9FS molecule, with properties calculated with ωB97M-V/def2-TZVPD.

Computed properties:
HOMO   -9.17 eV
Net charge   0
Frontier orbital gap   10.1 eV
Energy above the lowest of the compared OMol25 structures with the same formula, charge and spin   74.8 kJ/mol
Electronic energy   -655.835266 Ha

Element x y z (Å)
C (-0.30, -1.69, 0.61)
C (-0.20, -0.23, 0.96)
C (-0.18, 0.60, -0.25)
S (-0.82, 2.30, -0.08)
C (1.17, 0.72, -0.98)
F (1.07, 1.08, -2.31)
H (-1.24, -1.93, 0.06)
H (-0.30, -2.36, 1.46)
H (0.51, -1.98, -0.05)
H (0.69, -0.09, 1.54)
H (-0.95, 0.18, 1.64)
H (-0.90, 0.16, -1.06)
H (-2.11, 2.09, -0.11)
H (1.86, 1.37, -0.45)
H (1.70, -0.22, -0.97)


Entry 12:
Below is 2 unconnected molecules or ions with the total composition C4H9IN, with properties calculated with ωB97M-V/def2-TZVPD.

Computed properties:
HOMO (alpha / beta)   -12.26 / -13.13 eV
Net charge   +1
Frontier orbital gap (alpha / beta)   6.9 / 8.4 eV
Energy above the lowest of the compared OMol25 structures with the same formula, charge and spin   624.2 kJ/mol
Electronic energy   -509.765755 Ha

Element x y z (Å)
C (-0.93, 0.10, -0.35)
C (-3.39, -0.20, -1.04)
C (1.45, 1.34, -0.84)
C (0.17, -0.87, -0.38)
N (0.32, 0.37, -1.01)
I (-4.81, 0.05, 0.40)
H (-1.03, 0.62, 0.61)
H (-3.57, -1.08, -1.89)
H (1.01, 2.34, -0.90)
H (1.78, 1.19, 0.19)
H (2.18, 1.28, -1.71)
H (-2.90, 0.65, -1.37)
H (0.55, -1.70, -0.88)
H (0.62, -1.01, 0.63)
H (0.35, 0.28, -2.08)


Entry 13:
Below is 2 unconnected molecules or ions with the total composition C4H9IN, with properties calculated with ωB97M-V/def2-TZVPD.

Computed properties:
HOMO (alpha / beta)   -13.20 / -13.21 eV
Net charge   +1
Frontier orbital gap (alpha / beta)   6.7 / 6.7 eV
Energy above the lowest of the compared OMol25 structures with the same formula, charge and spin   416.6 kJ/mol
Electronic energy   -509.844835 Ha

Element x y z (Å)
C (0.38, -0.86, -1.29)
C (0.17, -0.99, 0.28)
C (1.18, -0.08, -0.39)
C (-1.15, -0.57, 1.01)
N (1.07, 1.42, -0.29)
I (3.96, 0.04, 0.77)
H (0.96, -1.73, -1.83)
H (-0.26, -0.39, -2.03)
H (0.53, -1.95, 0.58)
H (-1.68, 0.38, 0.97)
H (-0.98, -0.82, 2.07)
H (-1.82, -1.27, 0.53)
H (1.81, 1.85, -1.09)
H (1.11, 1.78, 0.66)
H (0.14, 1.65, -0.59)


Entry 14:
Below is a single C4H9IN2 molecule, with properties calculated with ωB97M-V/def2-TZVPD.

Computed properties:
HOMO   -8.70 eV
Net charge   0
Frontier orbital gap   8.8 eV
Energy above the lowest of the compared OMol25 structures with the same formula, charge and spin   0.0 kJ/mol
Electronic energy   -564.931202 Ha

Element x y z (Å)
C (0.05, 0.38, 2.09)
N (0.01, -0.32, 0.85)
C (1.07, -0.10, -0.09)
C (0.51, -0.51, -1.46)
C (-1.02, -0.57, -1.25)
N (-1.36, 0.12, -0.04)
I (-1.53, 2.18, -0.27)
H (-0.83, 0.11, 2.67)
H (0.94, 0.05, 2.63)
H (0.10, 1.48, 1.98)
H (1.92, -0.72, 0.20)
H (1.39, 0.95, -0.12)
H (0.77, 0.23, -2.22)
H (0.89, -1.48, -1.79)
H (-1.56, -0.18, -2.11)
H (-1.34, -1.61, -1.10)


Entry 15:
Below is a single C4H9IN2 molecule, with properties calculated with ωB97M-V/def2-TZVPD.

Computed properties:
HOMO   -8.41 eV
Net charge   0
Frontier orbital gap   8.9 eV
Energy above the lowest of the compared OMol25 structures with the same formula, charge and spin   49.0 kJ/mol
Electronic energy   -564.912551 Ha

Element x y z (Å)
N (0.44, -2.46, 0.13)
N (0.84, -1.13, -0.16)
C (-0.24, -0.32, -0.62)
C (0.19, 1.10, -0.83)
C (-0.65, 1.47, 0.38)
C (-1.20, 0.09, 0.57)
I (-3.31, -0.07, -0.05)
H (1.00, -2.96, 0.67)
H (-0.51, -2.28, 0.59)
H (1.30, -0.62, 0.60)
H (-0.92, -0.85, -1.40)
H (0.05, 1.62, -1.78)
H (1.22, 1.17, -0.59)
H (0.04, 1.64, 1.24)
H (-1.31, 2.31, 0.28)
H (-1.07, -0.41, 1.52)


Entry 16:
Below is a gas-phase ion, C4H9INO (charge +1), with properties calculated with ωB97M-V/def2-TZVPD.

Computed properties:
HOMO   -13.96 eV
Net charge   +1
Frontier orbital gap   9.8 eV
Energy above the lowest of the compared OMol25 structures with the same formula, charge and spin   91.2 kJ/mol
Electronic energy   -585.196142 Ha

Element x y z (Å)
C (-0.34, -0.63, -1.95)
N (-0.61, -0.49, -0.51)
C (0.24, 0.36, 0.40)
C (1.26, -0.43, 1.19)
C (-0.82, 1.26, 1.18)
O (-1.96, 1.27, 0.85)
I (0.18, 2.64, 2.50)
H (-0.19, 0.45, -2.40)
H (0.67, -1.15, -2.02)
H (-1.18, -1.06, -2.60)
H (-1.68, -0.05, -0.23)
H (-0.70, -1.35, -0.08)
H (0.85, 0.99, -0.38)
H (0.78, -0.69, 2.19)
H (2.14, 0.19, 1.33)
H (1.35, -1.31, 0.51)


Entry 17:
Below is a molecular structure, C4H9INO, with properties calculated with ωB97M-V/def2-TZVPD.

Computed properties:
HOMO (alpha / beta)   -13.14 / -13.83 eV
Net charge   +1
Frontier orbital gap (alpha / beta)   5.9 / 7.9 eV
Energy above the lowest of the compared OMol25 structures with the same formula, charge and spin   619.5 kJ/mol
Electronic energy   -584.994924 Ha

Element x y z (Å)
C (-0.50, 1.59, -0.11)
C (-2.20, -0.06, 0.54)
C (3.59, -1.48, -0.09)
C (-1.08, 0.19, -0.48)
N (-0.33, -1.00, -0.33)
O (0.82, -1.01, -0.02)
I (3.00, 0.48, 0.10)
H (-0.19, 1.56, 0.83)
H (0.31, 1.75, -0.90)
H (-1.45, 2.28, -0.14)
H (-1.97, -0.08, 1.62)
H (-2.76, -1.10, 0.34)
H (-3.08, 0.52, 0.29)
H (3.19, -2.04, 0.78)
H (4.19, -1.58, -0.97)
H (-1.52, 0.00, -1.45)


Entry 18:
Below is 2 unconnected molecules or ions with the total composition C4H9IO3, with properties calculated with ωB97M-V/def2-TZVPD.

Computed properties:
HOMO   -6.99 eV
Net charge   0
Frontier orbital gap   7.1 eV
Electronic energy   -681.137161 Ha

Element x y z (Å)
C (-0.58, -1.35, -1.79)
C (-0.72, 2.38, 0.00)
C (0.74, -1.09, 1.85)
C (-0.29, 0.07, 0.05)
O (-0.63, -0.07, -1.16)
O (-0.44, 1.20, 0.66)
O (0.10, -1.08, 0.60)
I (3.22, 0.29, -0.48)
H (-1.21, -2.15, -1.17)
H (0.50, -1.71, -1.83)
H (-0.98, -1.19, -2.88)
H (-0.75, 3.10, 0.83)
H (-1.65, 2.31, -0.56)
H (0.19, 2.72, -0.68)
H (0.25, -0.42, 2.50)
H (1.81, -0.88, 1.90)
H (0.44, -2.13, 2.15)


Entry 19:
Below is 2 unconnected molecules or ions with the total composition C4H9IOS, with properties calculated with ωB97M-V/def2-TZVPD.

Computed properties:
HOMO   -7.44 eV
Net charge   0
Frontier orbital gap   6.6 eV
Energy above the lowest of the compared OMol25 structures with the same formula, charge and spin   265.7 kJ/mol
Electronic energy   -928.825101 Ha

Element x y z (Å)
C (0.15, 1.12, 0.62)
C (-0.16, -1.44, 0.58)
C (0.15, -0.10, -0.22)
C (-0.63, -0.02, -1.53)
O (-1.42, -0.93, -2.02)
S (-3.00, 1.68, -0.81)
I (-4.05, -0.15, 0.25)
H (0.40, 2.20, 0.18)
H (0.83, 0.91, 1.33)
H (-0.78, 1.31, 1.21)
H (-0.19, -2.41, 0.03)
H (-1.13, -1.31, 1.02)
H (0.64, -1.66, 1.24)
H (1.13, -0.30, -0.69)
H (-0.39, 0.82, -2.17)
H (-2.07, -1.40, -1.27)


Entry 20:
Below is a molecular structure, C4H9MgO4Pb, with properties calculated with ωB97M-V/def2-TZVPD.

Computed properties:
HOMO (alpha / beta)   -5.84 / -6.98 eV
Net charge   0
Multiplicity   2
Frontier orbital gap (alpha / beta)   5.7 / 6.4 eV
Energy above the lowest of the compared OMol25 structures with the same formula, charge and spin   0.0 kJ/mol
Electronic energy   -851.642531 Ha
⟨S²⟩   0.7533

Element x y z (Å)
O (-0.04, -1.80, 2.15)
Pb (-2.05, -2.07, 2.63)
O (-2.02, -1.07, 0.76)
C (-1.98, -1.30, -0.60)
O (-0.99, -0.54, -1.27)
C (0.37, -0.76, -0.83)
C (1.09, 0.55, -0.95)
O (0.75, 1.33, 0.23)
C (1.27, 2.65, 0.29)
Mg (-0.31, -0.08, 1.25)
H (-2.96, -1.06, -1.03)
H (-1.71, -2.36, -0.81)
H (0.86, -1.52, -1.47)
H (0.59, -2.48, 1.50)
H (0.77, 1.15, -1.82)
H (2.18, 0.42, -0.97)
H (1.02, 3.06, 1.27)
H (2.36, 2.64, 0.17)
H (0.81, 3.26, -0.50)